Entry A
Below is 2 unconnected molecules or ions with the total composition CH4N2O2, with properties calculated with ωB97M-V with the def2-TZVPD basis set.

E_LUMO (spin up / spin down) in eV: 0.041 / -0.297

Positions of all 9 atoms, in Å:
C (0.023, 0.498, 0.267)
N (-1.529, -0.294, -2.022)
N (0.278, -0.337, -0.916)
O (-0.005, -1.628, -0.535)
O (-1.999, -1.338, -2.000)
H (0.118, 1.459, 0.010)
H (0.749, 0.270, 1.093)
H (-1.132, 0.412, 0.483)
H (0.813, -2.153, -0.458)


Entry B
Below is CH4N2O2 in the gas phase, with properties calculated with ωB97M-V with the def2-TZVPD basis set.

SMILES string: O/N=C\NO
E_LUMO in eV: 0.724

Positions of all 9 atoms, in Å:
C (-0.118, 1.069, -0.074)
H (-0.532, -1.413, 0.121)
H (-2.025, 0.422, 0.633)
H (-0.632, 2.106, -0.432)
H (2.164, -0.864, -0.258)
N (-1.027, 0.174, 0.485)
N (1.152, 0.614, -0.225)
O (-1.077, -0.817, -0.475)
O (1.185, -0.705, 0.295)


Entry C
Below is CH4N2O2 in the gas phase, with properties calculated with ωB97M-V with the def2-TZVPD basis set.

SMILES string: O/N=C/NO
E_LUMO in eV: 0.691

Positions of all 9 atoms, in Å:
C (-0.266, 0.321, -0.160)
H (1.983, -1.312, 0.764)
H (1.753, 0.977, -0.452)
H (-0.776, 1.371, 0.182)
H (-2.436, 0.462, -0.183)
N (1.064, 0.324, 0.127)
N (-0.892, -0.770, -0.228)
O (1.867, -0.839, -0.133)
O (-2.297, -0.533, 0.082)


entry C is favored, and the nearest alternative lies 0.0262 hartree above it.